# C40H50N10

A 10-piece molecular cluster, C40H50N10 overall in a non-equilibrium geometry (the ωB97M-V functional and the def2-TZVPD basis, the Open Molecules 2025 dataset).

The strongest force on any atom is 0.0239 Eh/bohr. The HOMO energy comes out at -7.873 eV. The SMILES is c1cc[nH]c1.c1cc[nH]c1.c1cc[nH]c1.c1cc[nH]c1.c1cc[nH]c1.c1cc[nH]c1.c1cc[nH]c1.c1cc[nH]c1.c1cc[nH]c1.c1cc[nH]c1. Its spin multiplicity is 1. The LUMO energy comes out at 0.59 eV. The energy above the lowest of the compared OMol25 structures with the same formula, charge and spin comes out at 0.492 eV. As for the calculated total energy: -57189.752 eV.

Last column: Mulliken charge in e.
CARTESIAN COORDINATES (ANGSTROEM)
N -1.9184 -4.6302 -0.4696  0.140
C -1.6868 -5.9719 -0.5665  -0.607
C -0.6568 -6.1373 -1.4620  -0.693
C -0.2348 -4.8405 -1.8702  -0.614
C -1.0060 -3.9300 -1.1927  -0.378
H -2.6647 -4.2548 0.0900  0.424
H -2.2839 -6.6788 -0.0178  0.418
H -0.2284 -7.0572 -1.8262  0.421
H 0.5664 -4.7126 -2.5748  0.473
H -1.0584 -2.8659 -1.3364  0.522
N -3.4914 -2.3744 1.4863  0.039
C -4.2187 -3.5254 1.6053  -1.075
C -5.0128 -3.6207 0.4923  -0.884
C -4.7320 -2.4931 -0.3161  0.184
C -3.7586 -1.7486 0.2987  -0.410
H -2.9604 -1.9843 2.2458  0.216
H -4.0942 -4.1082 2.5018  0.392
H -5.7892 -4.3381 0.2870  0.447
H -5.1856 -2.2522 -1.2639  0.632
H -3.2847 -0.8088 0.0705  0.367
N 3.7609 3.4599 2.9838  0.193
C 4.8623 3.6026 2.1774  -0.794
C 5.2609 2.3507 1.7996  -0.773
C 4.3195 1.4196 2.3288  -0.256
C 3.4047 2.1450 3.0532  -0.485
H 3.2926 4.2300 3.4336  0.300
H 5.2254 4.5857 1.9351  0.559
H 6.0344 2.1128 1.0881  0.360
H 4.2700 0.3690 2.0953  0.576
H 2.5622 1.8509 3.6568  0.366
N 1.6134 6.2467 3.1909  0.037
C 1.9930 6.1669 4.5089  -0.723
C 1.3944 5.0587 5.0290  -0.363
C 0.6576 4.4079 3.9955  -0.428
C 0.8091 5.1967 2.8884  -0.524
H 1.9212 6.9443 2.5383  0.215
H 2.6941 6.8378 4.9723  0.371
H 1.5244 4.7250 6.0466  0.353
H 0.2168 3.4271 4.0208  0.530
H 0.5385 5.0262 1.8581  0.464
N -6.1442 0.6027 -0.5632  0.087
C -7.3710 0.8890 -1.1008  -0.627
C -7.2306 2.0146 -1.8582  -0.452
C -5.8611 2.4120 -1.8033  -0.471
C -5.2394 1.5560 -0.9449  -0.390
H -5.9283 -0.1723 0.0397  0.300
H -8.2241 0.2807 -0.8553  0.416
H -7.9863 2.5543 -2.4048  0.404
H -5.4661 3.2466 -2.3560  0.446
H -4.2337 1.4490 -0.5703  0.339
N -1.5422 -1.1366 -4.6493  0.066
C -2.2775 -1.7648 -3.6931  -1.170
C -3.0810 -0.8113 -3.1181  0.034
C -2.8963 0.4097 -3.8181  -0.486
C -1.8970 0.1865 -4.7282  -0.635
H -0.7305 -1.4930 -5.1221  0.239
H -2.1513 -2.7960 -3.4111  0.712
H -3.8139 -1.0036 -2.3555  0.287
H -3.4500 1.3140 -3.6297  0.487
H -1.2893 0.8669 -5.3000  0.390
N 1.4695 -2.9598 4.7047  0.026
C 1.6857 -1.8710 3.9136  -0.877
C 1.2760 -2.1819 2.6453  0.140
C 0.8872 -3.5549 2.6489  -0.758
C 0.9867 -3.9934 3.9355  -0.615
H 1.6237 -3.0142 5.6938  0.183
H 2.0674 -0.9367 4.2898  0.448
H 1.3337 -1.5391 1.7811  0.628
H 0.5441 -4.1500 1.8164  0.447
H 0.6471 -4.9047 4.3979  0.398
N 2.6292 4.1502 -2.7322  0.144
C 3.4682 5.0989 -2.2199  -0.544
C 3.6411 4.8212 -0.8905  -1.009
C 2.8417 3.6831 -0.5694  1.026
C 2.2460 3.2963 -1.7247  -1.106
H 2.3581 4.0554 -3.6924  0.175
H 3.9544 5.8560 -2.8111  0.392
H 4.3111 5.3098 -0.2039  0.266
H 2.8691 3.1462 0.3652  0.287
H 1.6245 2.4615 -2.0041  0.362
N -0.5813 0.1236 -1.3095  0.778
C 0.7032 -0.2563 -1.0067  -0.908
C 1.1429 0.5658 0.0022  -0.430
C 0.1582 1.5519 0.2279  -1.044
C -0.8917 1.2642 -0.6109  -0.609
H -1.1847 -0.2760 -2.0213  -0.058
H 1.1702 -1.0950 -1.4937  0.631
H 2.1340 0.5246 0.4291  0.522
H 0.2400 2.3998 0.8875  0.619
H -1.8512 1.7433 -0.7136  0.454
N 3.9988 -3.9464 -1.5566  0.023
C 4.5428 -3.8056 -2.8059  -0.386
C 4.4884 -2.4718 -3.1187  -1.003
C 3.7550 -1.8255 -2.0904  0.091
C 3.5402 -2.7462 -1.1003  -0.857
H 3.9282 -4.8013 -1.0347  0.200
H 4.9295 -4.6662 -3.3228  0.429
H 4.9033 -2.0470 -4.0180  0.397
H 3.4703 -0.7859 -2.1045  0.648
H 3.0972 -2.6576 -0.1228  0.521

Atoms 1-2, force components in eV/Å:
-0.05 -0.13 0.71
0.15 0.06 -0.54